C10H15N3O3S | ωB97M-V/def2-TZVPD

Properties
- E: -32061.80370 eV
- Gap between HOMO and LUMO: 9.71 eV
- ΔE to the lowest compared entry with this formula, charge and spin: 25.0 kJ/mol
- Net charge: 0
- SMILES: CCOC(=O)CC(=O)Nc1nnc(C(C)C)s1

Each line ends with the Löwdin charge.
Atoms and positions in Å:
C1 -3.48 -2.60 -0.82  -0.06
C2 -2.26 -2.12 -0.05  -0.21
O1 -2.53 -0.89 0.64  0.00
C3 -2.42 0.23 -0.06  -0.53
O2 -2.16 0.29 -1.23  0.12
C4 -2.72 1.43 0.83  0.01
C5 -2.27 2.72 0.21  -0.44
O3 -2.99 3.67 0.02  0.10
N1 -0.94 2.80 -0.15  0.11
C6 0.04 1.86 -0.02  -0.60
N2 -0.02 0.79 0.70  0.02
N3 1.07 0.04 0.63  0.04
C7 2.00 0.50 -0.12  -0.57
C8 3.33 -0.12 -0.34  -0.43
C9 4.40 0.70 0.39  -0.07
C10 3.32 -1.57 0.14  -0.08
S1 1.56 2.03 -0.89  1.10
H1 -3.73 -1.89 -1.61  0.07
H2 -4.33 -2.71 -0.16  0.08
H3 -3.26 -3.56 -1.28  0.08
H4 -1.42 -1.96 -0.73  0.12
H5 -1.99 -2.82 0.74  0.12
H6 -2.22 1.27 1.79  0.13
H7 -3.80 1.48 1.00  0.14
H8 -0.69 3.64 -0.66  0.15
H9 3.55 -0.10 -1.42  0.13
H10 5.38 0.26 0.21  0.08
H11 4.41 1.72 0.03  0.07
H12 4.20 0.70 1.45  0.09
H13 2.57 -2.15 -0.39  0.08
H14 3.09 -1.61 1.20  0.08
H15 4.29 -2.03 -0.03  0.08


C22H24Cl2N5O8Rh | ωB97M-V/def2-TZVPD

Properties
- E: -75087.87861 eV
- Gap between HOMO and LUMO (alpha / beta): 7.62 / 6.90 eV
- ΔE to the lowest compared entry with this formula, charge and spin: 32.1 kJ/mol
- Multiplicity: 5
- Expectation value of S²: 6.008
- Net charge: 0

Each line ends with the Löwdin spin population.
Atoms and positions in Å:
Rh1 -3.06 -0.36 -0.33  2.55
O1 -3.29 -4.23 1.74  0.20
C1 -3.21 -3.20 1.16  0.16
O2 -3.28 -2.00 1.32  0.18
C2 -2.75 -3.52 -0.63  0.18
O3 -2.40 -4.64 -0.79  0.20
O4 -2.88 -2.48 -1.27  0.18
N1 -2.49 0.08 -2.63  0.08
C3 -3.13 1.27 -3.17  0.00
C4 -2.15 2.27 -3.81  0.00
C5 -1.42 3.19 -2.83  0.00
C6 -0.44 2.49 -1.90  0.00
N2 0.73 2.02 -2.64  0.00
C7 1.46 0.94 -2.42  0.00
N3 1.17 0.05 -1.49  0.00
N4 2.54 0.75 -3.20  0.00
C8 -4.02 1.98 -2.06  0.01
O5 -4.45 3.08 -2.32  0.02
O6 -4.23 1.29 -1.03  0.10
H1 -1.50 0.02 -2.85  0.00
H2 -2.93 -0.78 -2.93  0.00
H3 -3.86 0.98 -3.93  0.00
H4 -2.75 2.91 -4.46  0.00
H5 -1.43 1.72 -4.43  0.00
H6 -2.17 3.69 -2.22  0.00
H7 -0.90 3.96 -3.40  0.00
H8 -0.93 1.65 -1.42  0.00
H9 -0.11 3.19 -1.13  0.00
H10 1.06 2.67 -3.35  0.00
H11 0.37 0.14 -0.81  0.00
H12 1.74 -0.78 -1.40  0.00
H13 2.84 1.45 -3.86  0.00
H14 3.15 -0.04 -3.05  0.00
Cl1 4.23 -0.07 2.00  0.00
C9 3.62 -1.63 1.56  0.00
C10 4.51 -2.66 1.31  0.00
C11 4.02 -3.89 0.89  0.00
C12 2.66 -4.07 0.70  0.00
C13 1.78 -3.04 0.97  0.00
Cl2 0.06 -3.27 0.76  0.00
C14 2.24 -1.80 1.44  0.00
N5 1.36 -0.75 1.67  0.00
C15 1.23 -0.09 2.90  0.00
C16 1.76 -0.61 4.08  0.00
C17 1.56 0.04 5.28  0.00
C18 0.83 1.21 5.32  0.00
C19 0.31 1.74 4.15  0.00
C20 0.53 1.12 2.94  0.00
C21 0.04 1.77 1.67  0.00
C22 -1.13 0.99 1.08  0.00
O7 -2.28 1.20 1.41  0.05
O8 -0.84 0.11 0.17  0.07
H15 5.57 -2.51 1.42  0.00
H16 4.71 -4.70 0.70  0.00
H17 2.28 -5.02 0.37  0.00
H18 0.47 -0.88 1.20  0.00
H19 2.30 -1.54 4.05  0.00
H20 1.97 -0.37 6.19  0.00
H21 0.64 1.71 6.26  0.00
H22 -0.26 2.65 4.18  0.00
H23 0.85 1.82 0.94  0.00
H24 -0.32 2.77 1.91  0.00


C2H2N2O3 | ωB97M-V/def2-TZVPD

Properties
- E: -11222.92187 eV
- Gap between HOMO and LUMO: 9.00 eV
- ΔE to the lowest compared entry with this formula, charge and spin: 567.6 kJ/mol
- Net charge: 0
- SMILES: O=[N+]([O-])N=C=CO

Each line ends with the Löwdin charge.
Atoms and positions in Å:
O1 -2.88 0.44 -0.48  0.13
N1 -1.97 -0.15 -0.02  -0.45
O2 -1.70 -1.32 0.00  0.08
N2 -0.92 0.62 0.64  0.17
C1 0.22 0.40 0.22  -0.05
C2 1.50 0.42 -0.23  -0.16
O3 2.32 -0.58 0.11  0.03
H1 1.77 1.22 -0.90  0.13
H2 1.67 -1.05 0.67  0.12


C23H26LiN4O3 | ωB97M-V/def2-TZVPD

Properties
- E: -36569.83767 eV
- Gap between HOMO and LUMO (alpha / beta): 5.21 / 5.21 eV
- Net charge: +1

Each line ends with the Löwdin charge.
Atoms and positions in Å:
C1 0.69 4.76 1.54  0.08
C2 2.04 4.91 1.70  -0.34
H1 0.05 5.60 1.88  0.09
H2 0.21 3.83 0.99  -0.06
C3 3.04 4.00 1.34  -0.22
C4 2.50 2.66 0.89  -0.12
H3 2.06 2.05 1.85  0.18
H4 3.31 2.15 0.29  0.12
C5 2.34 6.26 2.33  -0.05
H5 1.40 6.83 2.43  0.07
H6 3.04 6.86 1.75  0.08
H7 2.77 6.14 3.34  0.09
C6 4.48 4.44 1.58  -0.07
H8 4.74 4.69 2.63  0.09
H9 4.76 5.38 1.07  0.08
H10 5.25 3.72 1.29  0.07
Li1 -1.03 -1.35 -0.04  0.67
O1 -0.28 0.50 0.08  -0.04
C7 0.68 1.03 -0.54  -0.30
O2 -0.18 -1.57 -1.73  0.03
C8 0.58 -0.77 -2.28  -0.41
O3 1.18 -1.00 -3.44  0.10
N1 1.06 0.47 -1.73  0.08
C9 2.03 0.16 -3.80  -0.07
C10 1.97 1.13 -2.67  -0.10
H11 1.64 0.57 -4.74  0.14
H12 3.05 -0.21 -3.96  0.14
H13 1.57 2.11 -3.00  0.15
H14 2.99 1.18 -2.23  0.15
C11 1.34 2.42 -0.14  -0.23
C12 -0.02 3.06 0.15  -0.01
H15 1.92 2.92 -1.03  0.16
H16 -0.64 2.31 0.67  0.11
H17 -0.67 3.47 -0.68  0.14
C13 -4.69 -4.94 -3.48  -0.06
C14 -5.10 -5.22 -2.16  -0.06
C15 -4.46 -4.61 -1.09  -0.02
C16 -3.37 -3.75 -1.32  -0.26
C17 -2.95 -3.48 -2.64  -0.02
C18 -3.63 -4.04 -3.71  -0.07
N2 -2.66 -3.18 -0.25  0.07
N3 -2.90 -3.80 0.86  0.08
C19 -2.00 -3.51 1.88  -0.31
C20 -2.13 -4.25 3.09  0.01
C21 -1.14 -4.10 4.04  -0.04
C22 -0.05 -3.25 3.77  -0.04
C23 0.02 -2.60 2.54  -0.12
N4 -0.98 -2.65 1.64  0.04
H18 -5.22 -5.38 -4.32  0.11
H19 -5.95 -5.89 -1.97  0.11
H20 -4.72 -4.83 -0.05  0.11
H21 -2.09 -2.82 -2.76  0.09
H22 -3.28 -3.87 -4.73  0.11
H23 -3.03 -4.83 3.20  0.12
H24 -1.18 -4.66 4.98  0.12
H25 0.77 -3.13 4.46  0.11
H26 0.85 -1.93 2.28  0.12


C7H15NO2 | ωB97M-V/def2-TZVPD

Properties
- E: -13087.58029 eV
- Gap between HOMO and LUMO: 9.66 eV
- ΔE to the lowest compared entry with this formula, charge and spin: 67.6 kJ/mol
- Net charge: 0
- SMILES: CC=C(C)C.COC(N)=O

Each line ends with the Löwdin charge.
Atoms and positions in Å:
C1 -1.38 -1.93 -0.38  -0.09
C2 -0.61 -0.82 -1.01  -0.15
C3 0.70 -0.57 -0.92  -0.38
C4 1.70 -1.42 -0.18  -0.06
C5 1.34 0.52 -1.74  -0.07
H1 -0.79 -2.52 0.31  0.06
H2 -2.24 -1.52 0.16  0.07
H3 -1.78 -2.59 -1.15  0.07
H4 -1.20 -0.20 -1.68  0.10
H5 2.30 -0.77 0.45  0.08
H6 2.36 -1.92 -0.89  0.08
H7 1.23 -2.17 0.44  0.06
H8 0.61 1.04 -2.36  0.07
H9 2.13 0.11 -2.38  0.08
H10 1.81 1.24 -1.08  0.07
C6 -1.50 2.41 0.37  -0.06
O1 -1.27 1.22 1.11  -0.07
C7 0.03 0.99 1.50  -0.64
N1 0.07 -0.02 2.40  0.20
O2 0.95 1.74 1.26  0.08
H11 -1.21 2.24 -0.66  0.08
H12 -0.95 3.27 0.76  0.09
H13 -2.56 2.62 0.45  0.09
H14 0.98 -0.32 2.72  0.11
H15 -0.73 -0.62 2.49  0.11


C16H24NO4PSc | ωB97M-V/def2-TZVPD

Properties
- E: -56626.85668 eV
- Gap between HOMO and LUMO: 8.60 eV
- ΔE to the lowest compared entry with this formula, charge and spin: 44.7 kJ/mol
- Net charge: +3

Each line ends with the Löwdin charge.
Atoms and positions in Å:
Sc1 -0.07 0.13 1.63  1.11
C1 1.84 3.34 2.86  0.00
C2 0.72 2.41 2.90  -0.33
C3 -0.47 2.66 2.22  -0.03
C4 -1.67 1.99 2.48  -0.07
C5 -1.73 1.00 3.44  -0.04
C6 -0.48 0.65 4.08  -0.06
C7 0.71 1.33 3.80  -0.05
H1 1.84 3.81 1.84  0.12
H2 2.83 2.90 3.07  0.11
H3 1.51 4.02 3.63  0.12
H4 -0.45 3.41 1.43  0.15
H5 -2.48 2.20 1.86  0.12
H6 -2.64 0.44 3.68  0.15
H7 -0.52 -0.18 4.79  0.14
H8 1.62 1.03 4.32  0.15
O1 0.07 -1.92 1.84  -0.13
C8 1.36 -2.69 1.98  -0.01
C9 2.43 -1.74 1.51  -0.26
C10 3.71 -2.19 1.21  0.03
C11 4.73 -1.31 0.99  0.03
C12 4.36 0.06 1.06  0.02
C13 3.05 0.39 1.23  -0.12
N1 2.13 -0.50 1.36  0.01
H9 -0.70 -2.50 1.69  0.15
H10 1.35 -3.53 1.39  0.12
H11 1.46 -2.96 3.05  0.17
H12 3.82 -3.27 1.23  0.14
H13 5.76 -1.59 0.81  0.14
H14 5.15 0.79 0.94  0.13
H15 2.71 1.44 1.04  0.13
C14 -3.38 -3.48 -6.15  0.09
O2 -2.83 -1.97 -6.01  -0.40
P1 -2.21 -1.45 -4.69  1.14
O3 -2.65 0.09 -4.70  -0.39
C15 -3.18 0.87 -5.82  -0.03
O4 -0.98 0.32 0.09  -0.34
C16 -1.57 0.85 -1.08  -0.11
H16 -3.94 -3.40 -7.06  0.10
H17 -4.02 -3.75 -5.33  0.09
H18 -2.40 -3.94 -6.33  0.10
H19 -4.20 1.10 -5.68  0.09
H20 -2.99 0.35 -6.76  0.09
H21 -2.59 1.82 -5.78  0.12
H22 -0.95 0.46 -1.94  0.09
H23 -1.39 1.92 -1.03  0.09
H24 -2.62 0.56 -1.12  0.10


C5H11Cl | ωB97M-V/def2-TZVPD

Properties
- E: -17881.94256 eV
- Gap between HOMO and LUMO (alpha / beta): 8.88 / 8.46 eV
- ΔE to the lowest compared entry with this formula, charge and spin: 395.7 kJ/mol
- Net charge: 0

Each line ends with the Löwdin charge.
Atoms and positions in Å:
C1 1.06 -1.53 -1.28  0.10
C2 -1.07 1.12 -0.78  -0.08
C3 1.17 0.88 0.68  -0.06
C4 -0.98 -0.43 1.18  -0.56
C5 -0.16 0.27 0.10  -0.37
Cl1 -1.99 -1.76 0.53  0.55
H1 0.43 -2.38 -1.29  -0.03
H2 1.52 -1.40 -0.34  -0.04
H3 1.47 -1.07 -2.15  0.00
H4 -0.42 1.73 -1.45  0.10
H5 -1.56 1.69 -0.08  0.04
H6 -1.76 0.42 -1.26  0.07
H7 0.81 1.56 1.35  0.05
H8 1.75 0.21 1.27  0.06
H9 1.77 1.35 -0.01  0.05
H10 -0.32 -0.86 1.97  0.09
H11 -1.72 0.20 1.56  0.04